1.
The following is a quantum chemistry calculation of a 11-piece molecular cluster, C99H209N11O11 overall, from the Open Molecules 2025 dataset.

* HOMO-LUMO gap: 8.08 eV
* energy above the lowest of the compared OMol25 structures with the same formula, charge and spin: 297.3 kcal/mol
* largest force on an atom: 5.64 eV/Å
* electronic energy: -144939.901 eV
* LUMO: 0.00861 hartree
* SMILES: CC1(C)CCCC(C)(C)N1O.CC1(C)CCCC(C)(C)N1O.CC1(C)CCCC(C)(C)N1O.CC1(C)CCCC(C)(C)N1O.CC1(C)CCCC(C)(C)N1O.CC1(C)CCCC(C)(C)N1O.CC1(C)CCCC(C)(C)N1O.CC1(C)CCCC(C)(C)N1O.CC1(C)CCCC(C)(C)N1O.CC1(C)CCCC(C)(C)N1O.CC1(C)CCCC(C)(C)N1O

```
! wB97M-V def2-TZVPD RIJCOSX def2/J DEFGRID3
* xyz 0 1
C 3.52 6.02 -1.23
C 4.79 5.23 -1.50
C 4.42 3.75 -1.83
C 5.39 5.72 -2.82
C 6.41 6.90 -2.57
C 7.44 6.41 -1.69
C 6.91 6.05 -0.31
C 7.97 5.31 0.48
C 6.46 7.42 0.38
N 5.78 5.21 -0.47
O 5.30 4.83 0.75
H 3.76 7.08 -1.30
H 2.88 5.85 -2.09
H 3.02 5.94 -0.26
H 5.34 3.17 -1.74
H 3.87 3.24 -1.04
H 3.94 3.49 -2.77
H 5.82 4.87 -3.35
H 4.58 5.99 -3.50
H 6.76 7.22 -3.55
H 6.03 7.81 -2.11
H 8.21 7.18 -1.57
H 8.05 5.62 -2.12
H 8.47 4.54 -0.11
H 7.62 4.75 1.35
H 8.89 5.88 0.59
H 7.27 8.09 0.11
H 6.38 7.30 1.46
H 5.54 7.86 -0.01
H 5.40 3.89 0.58
C 4.19 4.95 -9.38
C 2.80 4.30 -9.75
C 2.05 5.08 -10.87
C 3.00 2.80 -10.41
C 3.51 1.78 -9.36
C 2.42 1.67 -8.35
C 2.08 3.03 -7.60
C 0.80 2.73 -6.73
C 3.20 3.34 -6.57
N 1.86 4.14 -8.58
O 1.45 5.28 -8.02
H 4.95 4.24 -9.06
H 4.58 5.53 -10.22
H 4.03 5.61 -8.52
H 2.52 5.05 -11.85
H 1.12 4.63 -11.19
H 1.79 6.05 -10.45
H 2.06 2.46 -10.85
H 3.72 2.94 -11.23
H 3.81 0.87 -9.89
H 4.42 2.02 -8.80
H 2.40 0.90 -7.58
H 1.56 1.43 -8.97
H 0.36 3.57 -6.20
H 0.96 1.95 -5.99
H 0.02 2.34 -7.39
H 2.81 3.99 -5.78
H 4.14 3.74 -6.95
H 3.39 2.38 -6.08
H 0.50 5.26 -8.07
C -11.44 -0.91 -0.41
C -11.23 0.54 -0.97
C -12.35 1.02 -1.95
C -11.08 1.48 0.28
C -9.87 1.50 1.08
C -8.54 1.54 0.19
C -8.56 0.55 -0.97
C -7.43 0.86 -1.92
C -8.12 -0.83 -0.40
N -9.92 0.55 -1.68
O -9.92 -0.18 -2.91
H -11.19 -1.66 -1.16
H -11.16 -1.17 0.61
H -12.53 -0.92 -0.39
H -11.95 1.84 -2.54
H -12.54 0.15 -2.58
H -13.28 1.22 -1.41
H -11.45 2.48 0.06
H -11.89 1.27 0.98
H -9.88 2.34 1.78
H -9.75 0.54 1.59
H -7.76 1.64 0.94
H -8.67 2.53 -0.27
H -7.55 1.85 -2.36
H -7.38 0.18 -2.77
H -6.39 0.87 -1.60
H -7.05 -0.90 -0.23
H -8.45 -1.73 -0.93
H -8.45 -1.18 0.58
H -9.64 0.46 -3.58
C -2.48 0.01 5.25
C -1.65 1.36 5.50
C -1.67 2.19 4.23
C -2.42 2.16 6.64
C -1.70 3.31 7.33
C -0.30 2.90 7.76
C 0.58 2.15 6.73
C 1.23 3.21 5.76
C 1.67 1.43 7.59
N -0.25 1.07 6.05
O 0.50 0.43 5.08
H -3.34 0.30 4.65
H -2.03 -0.72 4.57
H -2.59 -0.55 6.18
H -2.51 2.87 4.12
H -0.73 2.73 4.11
H -1.67 1.48 3.40
H -3.28 2.63 6.15
H -3.00 1.58 7.37
H -1.63 4.06 6.55
H -2.13 3.68 8.26
H -0.42 2.20 8.59
H 0.18 3.60 8.44
H 2.19 3.48 6.20
H 0.71 4.16 5.62
H 1.56 2.82 4.80
H 1.30 0.52 8.08
H 2.15 2.03 8.36
H 2.41 1.00 6.92
H 0.74 -0.36 5.57
C -4.65 8.92 -3.56
C -3.37 7.94 -3.29
C -2.19 8.74 -3.97
C -3.00 7.86 -1.79
C -2.21 6.70 -1.21
C -2.78 5.35 -1.86
C -3.00 5.37 -3.52
C -1.60 5.16 -4.05
C -3.88 4.24 -4.16
N -3.67 6.65 -3.85
O -3.81 6.89 -5.31
H -5.55 8.36 -3.32
H -4.60 9.82 -2.95
H -4.65 9.40 -4.54
H -1.96 9.75 -3.63
H -1.25 8.19 -3.98
H -2.44 8.82 -5.03
H -2.35 8.71 -1.56
H -3.93 8.02 -1.25
H -1.15 6.80 -1.44
H -2.31 6.65 -0.12
H -3.73 5.01 -1.44
H -2.23 4.43 -1.70
H -1.32 4.13 -4.28
H -0.85 5.56 -3.36
H -1.39 5.69 -4.98
H -4.96 4.30 -4.02
H -3.46 3.28 -3.84
H -3.74 4.26 -5.24
H -4.48 6.24 -5.54
C 4.76 -1.92 -7.85
C 3.99 -3.09 -7.16
C 4.65 -4.37 -7.62
C 4.22 -2.87 -5.68
C 3.29 -3.70 -4.87
C 1.87 -3.38 -5.19
C 1.59 -3.60 -6.69
C 1.40 -5.17 -6.92
C 0.31 -2.90 -6.88
N 2.57 -2.97 -7.55
O 2.30 -3.06 -8.84
H 4.65 -2.14 -8.91
H 4.29 -0.98 -7.55
H 5.83 -1.95 -7.64
H 4.27 -5.29 -7.16
H 4.62 -4.42 -8.71
H 5.70 -4.31 -7.33
H 5.26 -2.92 -5.35
H 3.99 -1.83 -5.44
H 3.52 -4.76 -4.79
H 3.46 -3.48 -3.82
H 1.79 -2.30 -5.04
H 1.20 -3.89 -4.50
H 0.79 -5.56 -6.11
H 2.42 -5.55 -6.83
H 0.95 -5.61 -7.81
H -0.14 -3.21 -7.83
H 0.41 -1.82 -6.93
H -0.36 -3.24 -6.09
H 2.03 -2.17 -9.06
C -2.64 -1.62 -0.71
C -1.81 -0.32 -0.50
C -2.71 0.70 -1.14
C -1.63 0.03 1.00
C -0.43 -0.62 1.64
C 0.80 -0.47 0.81
C 0.60 -0.90 -0.77
C 1.93 -0.39 -1.46
C 0.61 -2.47 -0.72
N -0.55 -0.30 -1.33
O -0.63 -0.52 -2.77
H -2.06 -2.50 -0.98
H -2.97 -1.98 0.26
H -3.49 -1.56 -1.40
H -3.04 0.52 -2.16
H -3.49 0.95 -0.42
H -2.10 1.60 -1.02
H -1.46 1.09 1.13
H -2.56 -0.20 1.52
H -0.20 -0.41 2.69
H -0.75 -1.66 1.65
H 1.69 -0.97 1.20
H 1.00 0.60 0.82
H 2.16 0.65 -1.25
H 1.85 -0.50 -2.55
H 2.87 -0.83 -1.14
H 0.12 -2.90 -1.60
H 0.19 -2.90 0.20
H 1.66 -2.77 -0.73
H -1.07 0.27 -3.07
C 6.97 -1.18 1.17
C 6.84 0.30 1.71
C 8.14 1.08 1.51
C 5.81 1.08 0.86
C 4.43 0.79 1.29
C 4.20 1.07 2.80
C 5.10 0.24 3.74
C 5.11 0.89 5.12
C 4.36 -1.18 3.94
N 6.49 0.16 3.17
O 7.42 -0.50 3.95
H 7.01 -1.40 0.10
H 7.78 -1.62 1.75
H 5.98 -1.55 1.45
H 8.89 0.52 2.09
H 8.49 1.07 0.48
H 8.10 2.06 1.99
H 6.03 2.13 1.05
H 5.96 0.96 -0.21
H 3.82 1.51 0.73
H 4.06 -0.22 1.10
H 3.13 1.09 2.98
H 4.30 2.15 2.96
H 5.09 0.10 5.88
H 4.21 1.35 5.52
H 6.04 1.45 5.26
H 3.48 -1.15 4.58
H 5.09 -1.76 4.50
H 4.24 -1.67 2.97
H 7.75 0.18 4.54
C -9.37 -4.11 4.93
C -9.16 -2.67 5.42
C -10.65 -2.06 5.74
C -8.17 -2.77 6.66
C -6.77 -3.05 6.26
C -6.26 -2.02 5.34
C -7.10 -1.89 4.01
C -6.67 -0.64 3.22
C -6.74 -3.05 3.07
N -8.54 -1.86 4.34
O -9.42 -1.56 3.29
H -9.96 -4.64 5.68
H -9.83 -4.14 3.95
H -8.45 -4.68 4.76
H -11.37 -2.77 5.35
H -10.68 -1.96 6.83
H -10.78 -1.05 5.35
H -8.40 -1.83 7.16
H -8.45 -3.48 7.45
H -6.13 -3.20 7.13
H -6.63 -4.05 5.84
H -5.19 -2.06 5.14
H -6.25 -1.16 6.01
H -5.62 -0.40 3.06
H -7.05 0.29 3.66
H -6.90 -0.61 2.16
H -7.44 -3.19 2.24
H -6.73 -4.05 3.52
H -5.82 -2.81 2.55
H -9.52 -2.45 2.94
C -2.60 -6.00 7.27
C -1.97 -5.44 6.00
C -1.71 -3.91 6.42
C -0.64 -6.13 5.69
C 0.02 -6.03 4.25
C -1.12 -6.32 3.26
C -2.54 -5.69 3.42
C -2.25 -4.15 2.93
C -3.56 -6.33 2.33
N -2.97 -5.73 4.84
O -4.20 -5.06 5.17
H -3.48 -5.49 7.65
H -3.01 -7.00 7.14
H -1.97 -6.06 8.16
H -1.62 -3.17 5.64
H -2.57 -3.66 7.05
H -0.84 -3.79 7.07
H 0.07 -5.93 6.49
H -0.85 -7.20 5.79
H 0.41 -5.02 4.23
H 0.76 -6.78 3.95
H -1.20 -7.36 3.58
H -0.74 -6.26 2.24
H -1.75 -3.51 3.66
H -3.10 -3.47 2.84
H -1.80 -4.14 1.94
H -2.98 -6.58 1.44
H -4.38 -5.64 2.17
H -3.79 -7.37 2.58
H -4.76 -5.85 5.13
C 7.56 -7.58 0.76
C 6.73 -6.45 1.46
C 6.10 -5.49 0.42
C 5.48 -7.12 2.04
C 5.55 -7.80 3.37
C 6.23 -6.81 4.29
C 7.64 -6.32 3.85
C 8.03 -5.23 4.90
C 8.71 -7.45 3.85
N 7.35 -5.69 2.55
O 8.44 -5.14 2.11
H 7.75 -8.25 1.60
H 7.02 -8.20 0.03
H 8.43 -7.08 0.34
H 5.49 -6.05 -0.29
H 5.45 -4.67 0.70
H 6.97 -5.10 -0.11
H 4.49 -6.67 2.03
H 5.22 -7.93 1.35
H 4.66 -8.22 3.84
H 6.14 -8.70 3.19
H 6.32 -7.25 5.28
H 5.60 -5.96 4.56
H 8.31 -5.66 5.87
H 7.39 -4.36 5.02
H 9.03 -4.82 4.80
H 9.59 -7.24 4.45
H 9.13 -7.72 2.88
H 8.36 -8.43 4.16
H 8.06 -4.26 2.06
*
```

---

2.
The following is a quantum chemistry calculation of the molecule C3H4FNS, from the Open Molecules 2025 dataset.

* HOMO-LUMO gap: 8.45 eV
* energy above the lowest of the compared OMol25 structures with the same formula, charge and spin: 95.9 kcal/mol
* largest force on an atom: 4.59 eV/Å
* electronic energy: -18213.842 eV
* LUMO: -0.01359 hartree
* SMILES: C=C(F)/C=N/S

```
! wB97M-V def2-TZVPD RIJCOSX def2/J DEFGRID3
* xyz 0 1
C 0.83 -0.26 -1.64
C -0.20 0.42 -0.99
F -1.18 0.68 -2.10
C -0.61 0.50 0.48
N -0.11 -0.38 1.30
S -0.68 -0.61 2.84
H 1.87 -0.63 -1.11
H 0.48 -0.59 -2.85
H -1.15 1.58 0.90
H 0.74 -0.70 3.17
*
```

---

3.
The following is a quantum chemistry calculation of C33H45N5OPt as an isolated structure, from the Open Molecules 2025 dataset.

* HOMO-LUMO gap (alpha / beta): 1.46 / 4.38 eV
* largest force on an atom: 3.20 eV/Å
* electronic energy: -47690.764 eV
* ⟨S²⟩: 2.03
* LUMO (alpha / beta): 0.15040 / 0.15007 hartree

```
! wB97M-V def2-TZVPD RIJCOSX def2/J DEFGRID3
* xyz -2 3
Pt -0.30 0.12 -0.28
N -1.24 1.54 -1.42
N -0.25 -0.58 -3.18
C -0.82 -2.42 0.79
C -1.81 -2.50 -0.21
C -2.59 -1.32 -0.21
C -3.80 -1.09 -1.01
H -3.77 -1.61 -1.97
H -3.98 -0.02 -1.23
H -4.68 -1.45 -0.44
C -2.12 -0.45 0.86
C -2.95 0.50 1.63
H -3.62 -0.01 2.34
H -3.58 1.12 0.98
H -2.30 1.17 2.19
C -0.91 -1.12 1.42
C -0.35 -0.80 2.75
H -0.32 0.29 2.90
H 0.68 -1.18 2.84
H -0.95 -1.25 3.55
C -2.02 -3.66 -1.12
H -3.07 -3.99 -1.12
H -1.41 -4.52 -0.82
H -1.76 -3.39 -2.16
C 0.11 -3.46 1.24
H 1.15 -3.10 1.17
H 0.02 -4.38 0.65
H -0.07 -3.71 2.30
C -1.43 2.77 -0.86
H -1.44 2.77 0.24
C -1.60 3.90 -1.66
H -1.67 4.85 -1.15
C -1.70 3.78 -3.05
H -1.74 4.66 -3.68
C -1.77 2.52 -3.59
H -1.91 2.33 -4.66
C -1.50 1.39 -2.78
C -1.33 0.19 -3.48
H -1.60 0.13 -4.53
C 0.43 -0.61 -1.97
C 0.41 -1.34 -4.15
H 0.00 -1.51 -5.13
C 1.56 -1.70 -3.60
H 2.38 -2.23 -4.04
N 1.50 -1.44 -2.23
C 2.25 -2.25 -1.33
C 2.24 -3.64 -1.61
C 3.04 -4.47 -0.83
H 3.04 -5.55 -1.02
C 3.85 -3.97 0.19
C 4.81 -4.90 0.87
H 4.67 -4.90 1.96
H 5.85 -4.60 0.66
H 4.67 -5.91 0.49
C 3.79 -2.60 0.49
H 4.38 -2.22 1.31
C 3.00 -1.72 -0.27
C 3.00 -0.26 0.05
H 3.28 0.37 -0.80
H 3.71 -0.06 0.88
H 2.00 0.07 0.42
C 1.32 -4.31 -2.59
H 1.48 -4.02 -3.63
H 0.26 -4.15 -2.32
H 1.51 -5.39 -2.54
C -2.69 3.87 2.73
N -1.31 4.35 2.75
C -1.00 5.30 3.81
C -0.32 3.48 2.30
O -0.53 2.26 2.14
N 0.91 3.99 1.95
C 1.18 5.40 1.72
C 1.80 3.05 1.30
H -3.37 4.71 2.89
H -2.89 3.12 3.52
H -2.92 3.43 1.76
H 0.05 5.20 4.09
H -1.19 6.33 3.48
H -1.63 5.10 4.69
H 1.93 5.47 0.93
H 0.27 5.94 1.41
H 1.59 5.87 2.63
H 1.87 2.14 1.91
H 1.41 2.76 0.31
H 2.78 3.52 1.19
*
```

---

4.
The following is a quantum chemistry calculation of the molecule CH2N4, from the Open Molecules 2025 dataset.

* HOMO-LUMO gap: 11.72 eV
* energy above the lowest of the compared OMol25 structures with the same formula, charge and spin: 40.1 kcal/mol
* largest force on an atom: 1.84 eV/Å
* electronic energy: -7028.205 eV
* LUMO: 0.02556 hartree
* SMILES: c1nnn[nH]1

```
! wB97M-V def2-TZVPD RIJCOSX def2/J DEFGRID3
* xyz 0 1
C -0.62 0.40 0.24
N -0.96 0.09 -0.96
N 0.03 -0.75 -1.40
N 0.98 -0.79 -0.58
N 0.61 -0.02 0.50
H -1.25 0.98 0.89
H 1.21 0.09 1.31
*
```

---

5.
The following is a quantum chemistry calculation of a 3-piece molecular cluster, C4H10O3 overall, from the Open Molecules 2025 dataset.

* HOMO-LUMO gap: 8.95 eV
* energy above the lowest of the compared OMol25 structures with the same formula, charge and spin: 77.3 kcal/mol
* largest force on an atom: 4.47 eV/Å
* electronic energy: -10449.890 eV
* LUMO: 0.02109 hartree
* SMILES: C=C/C=C/O.O.O

```
! wB97M-V def2-TZVPD RIJCOSX def2/J DEFGRID3
* xyz 0 1
C -2.18 -0.61 3.55
C -1.68 -0.14 2.42
C -2.27 0.14 1.04
C -1.40 0.24 0.01
O -1.64 0.68 -1.20
H -1.59 -0.75 4.41
H -3.16 -0.97 3.82
H -0.72 0.39 2.41
H -3.32 0.22 1.17
H -0.33 -0.07 0.01
H -2.48 0.43 -1.69
O 1.61 -0.25 -2.70
H 0.81 0.27 -2.99
H 1.71 -1.08 -3.27
O 5.37 0.20 -2.31
H 5.03 1.01 -2.72
H 6.25 0.28 -1.95
*
```

---

6.
The following is a quantum chemistry calculation of an isolated ion of composition C3H9N2 and charge +1, from the Open Molecules 2025 dataset.

* HOMO-LUMO gap: 11.65 eV
* energy above the lowest of the compared OMol25 structures with the same formula, charge and spin: 13.3 kcal/mol
* largest force on an atom: 4.52 eV/Å
* electronic energy: -6230.470 eV
* LUMO: -0.13073 hartree
* SMILES: CNC(C)=[NH2+]

```
! wB97M-V def2-TZVPD RIJCOSX def2/J DEFGRID3
* xyz 1 1
C -1.95 -0.03 -0.26
N -0.61 -0.44 -0.56
C 0.49 0.14 -0.01
C 1.74 -0.71 -0.01
N 0.66 1.30 0.48
H -2.15 1.04 -0.13
H -2.69 -0.35 -0.94
H -2.25 -0.46 0.80
H -0.64 -1.24 -1.11
H 1.35 -1.61 -0.37
H 2.57 -0.36 -0.63
H 2.01 -0.75 1.07
H 1.56 1.58 0.85
H -0.09 1.88 0.82
*
```